Entry 1:
83
Properties=species:S:1:pos:R:3:forces:R:3 method="wB97M-V/def2-TZVPD" lumo_energy_ev=-3.3
C 3.220 2.907 4.439 0.09 0.31 0.30
N 2.598 1.951 3.564 0.78 -0.62 -0.89
C 3.308 1.267 2.619 1.20 0.35 0.16
O 4.511 1.371 2.388 -1.67 -0.12 0.21
C 2.345 0.328 1.914 0.24 0.03 -0.76
C 2.706 -1.151 2.059 0.44 0.14 0.00
C 2.820 -1.505 3.518 0.08 -0.49 0.05
C 3.990 -1.163 4.203 -0.01 -0.02 0.08
C 4.121 -1.458 5.556 -0.13 0.07 0.01
C 3.073 -2.075 6.245 -0.06 -0.03 -0.19
C 1.906 -2.423 5.557 -0.02 0.01 0.00
C 1.783 -2.162 4.190 0.28 0.30 0.12
N 1.081 0.615 2.568 -2.20 -1.07 -0.43
C -0.040 -0.034 2.205 1.79 1.37 -0.29
C -1.283 0.217 2.771 -1.61 -0.09 0.12
C -2.477 -0.337 2.305 1.66 0.18 0.79
C -3.677 -0.273 3.092 -1.39 0.46 0.71
C -4.718 -1.228 2.931 0.40 0.36 -0.23
C -5.898 -1.137 3.668 -0.01 0.22 0.34
C -6.072 -0.107 4.613 0.47 -0.25 -0.35
C -5.031 0.810 4.830 0.08 -0.07 -0.14
C -3.861 0.744 4.075 -0.14 -0.42 -0.22
C 1.196 1.612 3.653 0.04 0.44 0.50
C 0.882 1.083 5.085 0.02 -0.28 -0.45
C 0.454 2.318 5.881 -0.07 0.09 0.46
C 0.131 3.450 4.878 -0.18 0.44 0.23
C 0.350 2.904 3.465 0.00 -0.41 -0.28
H 4.255 3.045 4.121 -0.19 -0.08 0.00
H 2.688 3.862 4.380 0.25 -0.06 0.01
H 3.204 2.564 5.481 0.09 0.03 -0.21
H 2.293 0.619 0.849 0.02 -0.12 0.36
H 1.950 -1.765 1.555 0.21 0.07 0.03
H 3.666 -1.291 1.547 -0.24 -0.07 0.06
H 4.794 -0.654 3.660 -0.27 -0.29 0.29
H 5.045 -1.190 6.066 -0.22 -0.11 -0.03
H 3.177 -2.305 7.308 -0.08 0.09 -0.35
H 1.077 -2.896 6.081 0.25 0.02 -0.06
H 0.881 -2.451 3.638 0.31 0.04 0.28
H 0.061 -0.753 1.381 0.02 0.36 0.30
H -1.284 0.879 3.645 -0.27 -0.64 -0.38
H -2.494 -0.879 1.356 0.07 -0.11 0.32
H -4.564 -2.046 2.221 -0.20 0.31 0.17
H -6.695 -1.873 3.523 0.36 0.29 0.01
H -7.006 -0.026 5.179 0.43 -0.07 -0.24
H -5.134 1.586 5.593 -0.02 -0.22 -0.34
H -3.084 1.501 4.217 -0.37 -0.21 0.01
H 0.091 0.324 5.040 0.22 0.15 0.08
H 1.780 0.597 5.495 -0.34 0.04 -0.16
H -0.419 2.099 6.510 0.29 0.03 -0.11
H 1.267 2.626 6.554 -0.35 -0.07 -0.13
H -0.901 3.802 5.011 0.32 -0.02 -0.09
H 0.790 4.312 5.059 -0.34 -0.21 -0.03
H 0.893 3.598 2.808 -0.25 -0.22 0.14
H -0.600 2.656 2.981 0.19 0.17 0.02
C -6.703 -4.670 -0.102 0.13 0.09 -0.17
C -6.495 -5.049 -1.430 -0.03 0.18 0.01
C -5.936 -4.156 -2.345 0.11 0.04 0.35
C -5.537 -2.892 -1.911 0.09 -0.08 -0.07
S -4.823 -1.775 -3.154 0.94 -0.10 0.87
C -3.106 -1.687 -2.799 -0.43 -0.29 -0.06
C -2.221 -1.308 -3.832 -0.01 0.02 -0.53
C -0.856 -1.777 -3.863 -0.29 0.31 -0.06
C 0.046 -1.362 -4.822 -0.15 0.35 0.17
C -0.348 -0.431 -5.807 -0.41 -0.34 0.57
N 0.603 0.222 -6.628 0.58 0.56 -1.04
O 0.176 1.106 -7.410 0.91 -1.12 0.90
O 1.813 -0.083 -6.542 -1.45 0.39 -0.10
C -1.706 -0.065 -5.906 0.17 -0.14 0.42
C -2.612 -0.483 -4.954 0.14 -0.11 -0.26
O -5.029 -2.412 -4.440 -0.25 0.26 0.15
O -5.495 -0.524 -2.873 -0.22 0.29 -0.29
C -5.783 -2.477 -0.593 0.14 -0.32 -0.14
C -6.360 -3.379 0.308 0.15 0.07 -0.31
H -7.132 -5.376 0.609 0.08 0.19 -0.18
H -6.767 -6.042 -1.775 -0.04 0.10 0.14
H -5.809 -4.424 -3.394 0.08 0.09 0.30
H -2.755 -2.210 -1.900 -0.31 0.03 -0.54
H -0.592 -2.510 -3.102 0.21 0.11 -0.22
H 1.070 -1.721 -4.835 -0.11 0.06 0.09
H -1.990 0.571 -6.742 -0.08 -0.10 0.34
H -3.645 -0.163 -5.085 0.21 -0.16 0.26
H -5.529 -1.463 -0.275 -0.07 -0.27 -0.23
H -6.546 -3.063 1.333 -0.04 -0.09 -0.16



Entry 2:
84
Properties=species:S:1:pos:R:3:forces:R:3 method="wB97M-V/def2-TZVPD" charge=+1 lumo_energy_ev=-3.4
Zr -0.758 0.317 -0.190 -0.33 0.51 -1.04
C -2.358 5.861 -0.450 0.00 0.01 -0.01
C -3.245 4.878 -0.865 0.00 0.01 -0.01
C -3.055 3.560 -0.471 0.03 -0.01 -0.01
C -1.972 3.224 0.335 0.07 0.02 -0.03
C -1.096 4.212 0.769 -0.03 0.01 0.01
C -1.291 5.526 0.372 0.01 -0.01 0.02
N -1.747 1.863 0.708 -0.11 -0.37 0.10
C -2.371 1.386 1.891 0.05 -0.13 0.15
C -3.510 1.943 2.467 0.05 0.06 -0.04
C -4.101 1.336 3.562 -0.01 0.03 0.00
C -3.582 0.160 4.087 0.01 -0.03 0.01
C -2.440 -0.400 3.537 -0.08 0.10 -0.03
C -1.823 0.230 2.466 0.14 -0.06 0.15
N -0.575 -0.299 1.900 0.21 -0.03 0.07
N -0.433 -1.723 2.170 -0.03 0.05 0.03
C -0.574 -2.433 1.082 0.19 -0.14 0.21
C -0.343 -3.853 1.180 -0.15 -0.02 -0.08
C -0.528 -4.642 0.103 0.00 0.01 0.02
C -0.961 -4.072 -1.134 -0.02 0.04 -0.04
C -1.126 -2.736 -1.202 -0.03 0.01 0.00
N -0.895 -1.882 -0.143 0.08 0.27 0.20
H -2.505 6.887 -0.759 0.00 0.00 0.00
H -4.090 5.138 -1.489 0.00 0.00 0.00
H -3.762 2.790 -0.759 0.00 0.00 0.00
H -0.262 3.940 1.405 -0.01 0.00 0.01
H -0.603 6.292 0.708 0.00 0.00 -0.01
H -3.929 2.848 2.049 -0.01 0.00 -0.01
H -4.985 1.780 4.001 0.00 0.00 0.00
H -4.059 -0.316 4.932 0.00 0.00 0.00
H -2.011 -1.311 3.926 -0.01 0.00 0.01
H -0.036 -4.238 2.142 0.01 0.00 0.00
H -0.359 -5.708 0.173 0.00 0.00 0.00
H -1.156 -4.687 -2.000 0.00 -0.01 0.01
H -1.466 -2.262 -2.114 0.02 -0.02 -0.01
C 2.322 -0.867 2.039 0.02 0.07 -0.04
Si 1.024 0.300 2.698 -0.09 -0.21 -0.01
C 0.712 0.085 4.515 0.06 0.03 -0.04
C 1.589 2.047 2.289 -0.03 -0.05 0.01
C 1.894 2.834 3.403 -0.10 0.06 0.03
C 2.608 4.021 3.290 -0.01 0.01 -0.01
C 3.048 4.434 2.046 -0.01 -0.01 0.01
C 2.742 3.672 0.925 -0.05 0.07 0.00
C 2.011 2.488 1.013 0.04 0.00 -0.02
Si 1.577 1.638 -0.624 0.03 -0.17 0.17
C 0.964 2.964 -1.842 0.07 -0.03 -0.02
C 3.105 0.863 -1.407 0.03 0.03 0.03
H 3.305 -0.409 2.170 0.01 -0.02 0.00
H 2.201 -1.070 0.971 -0.02 0.01 0.00
H 2.296 -1.822 2.562 0.00 0.01 0.02
H 1.643 0.201 5.072 0.00 -0.01 0.01
H 0.341 -0.927 4.681 0.02 0.00 0.01
H -0.018 0.791 4.913 0.00 0.01 -0.01
H 1.572 2.525 4.390 0.02 -0.02 0.00
H 2.826 4.607 4.173 0.00 0.00 0.00
H 3.623 5.346 1.942 0.00 0.00 0.00
H 3.078 4.029 -0.043 0.01 -0.02 0.00
H 1.578 3.864 -1.762 0.00 0.00 -0.03
H -0.071 3.278 -1.694 0.00 -0.01 0.04
H 1.064 2.588 -2.864 -0.02 0.00 0.00
H 3.918 1.594 -1.417 0.00 0.00 -0.02
H 2.913 0.575 -2.443 -0.02 -0.01 0.01
H 3.462 -0.015 -0.869 -0.01 0.00 0.02
S -1.202 1.052 -7.000 -0.14 -0.04 -0.02
C -1.126 0.733 -5.284 0.03 0.02 0.01
C -2.040 1.389 -4.455 0.06 0.05 0.04
C -1.978 1.187 -3.096 -0.01 0.01 -0.05
N -1.080 0.371 -2.519 0.01 -0.06 0.20
C -0.194 -0.251 -3.319 0.04 0.02 -0.01
C -0.178 -0.101 -4.684 -0.07 -0.06 0.01
C -0.388 -0.386 -7.658 0.17 0.02 -0.03
C 0.935 -0.316 -8.069 -0.04 0.03 -0.02
C 1.523 -1.467 -8.578 0.00 0.02 0.00
N 0.885 -2.627 -8.691 0.02 0.00 -0.01
C -0.388 -2.673 -8.310 -0.03 -0.01 0.01
C -1.074 -1.584 -7.790 -0.02 0.00 0.02
H -2.792 2.049 -4.865 -0.01 -0.01 -0.01
H -2.670 1.693 -2.434 0.01 0.00 0.00
H 0.538 -0.885 -2.830 -0.02 -0.02 -0.01
H 0.559 -0.627 -5.273 0.00 0.00 0.00
H 1.490 0.610 -8.004 0.01 -0.01 0.02
H 2.556 -1.451 -8.905 0.00 -0.01 -0.01
H -0.891 -3.626 -8.428 0.01 0.00 0.00
H -2.114 -1.670 -7.504 0.00 0.00 0.00



no.,frontier orbital gap (Eh),HOMO (eV)
1,0.07996,-5.43
2,0.25294,-10.28